Entry from the Open Molecules 2025 dataset: C40H37N4O3S2V as an isolated structure at a distorted geometry (ωB97M-V/def2-TZVPD).

Each line ends with the Löwdin charge.
Cartesian coordinates (Å):
V: 0.7698 -0.2030 0.1351  0.937
S: 4.8746 -2.1438 -3.3191  1.078
C: 6.3362 -2.5240 -4.1174  -0.376
C: 7.3140 -2.7366 -3.1835  -0.173
C: 6.8507 -2.6701 -1.8607  -0.127
C: 5.5539 -2.3622 -1.7921  -0.522
C: 4.6791 -2.1922 -0.6006  -0.146
C: 3.4508 -1.4979 -0.6976  -0.077
N: 2.7611 -1.0750 0.3056  0.034
C: 3.1613 -1.3954 1.5178  -0.187
C: 4.3248 -2.0597 1.7868  -0.128
C: 4.8106 -2.1797 3.1306  -0.023
C: 4.1843 -1.6479 4.2107  0.009
C: 2.8905 -0.9952 3.9374  -0.092
C: 2.0367 -0.4826 4.9613  0.075
C: 0.7985 0.0558 4.6025  -0.156
C: 0.4746 0.1784 3.2423  -0.081
N: 1.2260 -0.2222 2.2678  0.048
C: 2.3739 -0.8985 2.6115  -0.108
C: -0.1506 0.6061 5.6163  -0.472
C: 0.0782 0.7635 6.9353  -0.132
C: -0.9700 1.4208 7.6373  -0.158
C: -1.9175 1.8804 6.7791  -0.418
S: -1.6304 1.4029 5.1984  1.066
C: 5.1463 -2.4619 0.6872  0.095
H: 6.4914 -2.4786 -5.1944  0.082
H: 8.3700 -2.9025 -3.4589  0.122
H: 7.3816 -2.9222 -0.9860  0.105
H: 3.0073 -1.3413 -1.6701  0.102
H: 5.7378 -2.8205 3.3004  0.146
H: 4.5815 -1.7648 5.2351  0.131
H: 2.2826 -0.6069 6.0114  0.123
H: -0.3837 0.7799 2.9775  0.102
H: 0.9292 0.3315 7.4995  0.126
H: -0.8561 1.6622 8.6517  0.094
H: -2.7329 2.6204 6.8568  0.086
H: 6.0591 -2.9549 0.9438  0.121
C: -2.3840 1.6290 -3.1188  -0.043
C: -1.6545 2.9674 -3.2629  -0.196
N: -2.0077 3.9685 -2.2586  -0.070
C: -3.3642 4.5524 -2.3380  -0.169
C: -4.1810 4.3256 -1.0373  -0.050
C: -1.1041 4.5903 -1.4424  -0.420
O: -1.2961 5.6357 -0.8444  0.095
C: 0.1832 3.7742 -1.2593  -0.074
C: 1.4876 4.3503 -1.5444  0.065
C: 2.5303 3.5196 -1.2385  -0.048
C: 2.2917 2.4110 -0.4711  -0.111
N: 1.0804 1.8640 -0.2394  -0.027
C: 0.0074 2.5497 -0.6300  -0.058
H: -1.9370 0.9152 -3.7858  0.084
H: -3.4378 1.6720 -3.2556  0.070
H: -2.3209 1.2898 -2.0724  0.039
H: -1.7913 3.4312 -4.2519  0.130
H: -0.5578 2.8341 -3.2663  0.120
H: -3.8227 3.9644 -3.1257  0.102
H: -3.3843 5.6069 -2.6487  0.129
H: -3.9161 3.3292 -0.6619  0.065
H: -5.2433 4.2805 -1.1954  0.068
H: -3.9042 5.0799 -0.3216  0.065
H: 1.5914 5.2410 -2.0397  0.102
H: 3.5914 3.7001 -1.4607  0.128
H: 3.1873 1.7826 -0.1818  0.134
H: -1.0122 2.1838 -0.5804  0.125
C: -6.1587 -3.9810 -2.0931  -0.029
C: -4.8111 -3.2649 -1.8309  -0.235
C: -4.8833 -2.0046 -1.2678  -0.008
C: -3.7241 -1.3498 -0.7669  -0.150
C: -3.8629 0.0429 -0.0906  -0.022
C: -2.4844 -1.9039 -1.0924  -0.066
C: -2.3633 -3.1436 -1.7485  -0.188
C: -1.0967 -3.8453 -2.1457  -0.034
C: -3.5543 -3.7930 -2.0783  -0.011
C: -1.2868 -1.0621 -0.7565  -0.531
O: -1.2429 -0.4272 0.3674  -0.108
O: -0.2486 -1.0977 -1.5090  -0.070
H: -6.1006 -5.0546 -2.1252  0.073
H: -6.7404 -3.5445 -2.8528  0.064
H: -6.8066 -3.8995 -1.2374  0.071
H: -5.8951 -1.5651 -1.1412  0.128
H: -4.9621 0.2690 -0.1004  0.097
H: -3.3855 0.7675 -0.7103  0.023
H: -3.4931 0.0467 0.9054  0.066
H: -0.3742 -3.8869 -1.2979  0.099
H: -0.5664 -3.3135 -2.8814  0.058
H: -1.3806 -4.7728 -2.6479  0.081
H: -3.5048 -4.8268 -2.5249  0.135

Forces on atoms 1 to 3 (eV/Å):
0.239 -0.312 0.756
-0.530 -0.036 -1.406
0.595 0.350 0.309

Calculated values
- Relative energy (zero: lowest compared OMol25 entry of this formula, charge and spin): 120.1 kJ/mol
- HOMO energy (spin up / spin down): -10.32 / -10.64 eV
- <S²>: 3.759
- LUMO (spin up / spin down): -3.26 / -3.38 eV
- Net charge: +1
- Orbital gap (spin up / spin down): 7.06 / 7.26 eV
- Multiplicity: 4